Density functional theory data (ωB97M-V/def2-TZVPD) for C17H18N2O5S in the gas phase.

Last column: natural (NBO) charge in e.
Atoms and positions in Å:
S 3.316 -0.662 -0.792  2.2993
O 3.192 -2.060 -1.084  -0.9239
O 0.271 0.727 4.046  -0.5037
O 4.624 -0.078 -0.826  -0.9350
O -4.369 -1.443 -3.808  -0.4918
O -5.044 -1.271 -1.611  -0.4763
N 2.397 0.236 -1.918  -0.6753
N 1.084 -0.043 -1.817  -0.2604
C 2.862 0.838 1.438  -0.1366
C 1.345 -0.994 1.070  -0.1307
C 0.634 1.745 4.962  -0.0658
C -3.317 -1.013 -3.041  0.2974
C 2.451 -0.251 0.700  -0.3849
C -2.856 -0.504 -0.727  -0.2574
C -2.040 -0.709 -3.435  -0.2787
C 0.644 -0.636 2.201  -0.2974
C -5.452 -1.614 -2.918  0.2365
C 1.768 1.318 5.889  -0.6391
C 0.597 0.406 -4.199  -0.6928
C -1.559 -0.198 -1.116  -0.1771
C -1.139 -0.291 -2.443  -0.0820
C 1.047 0.464 2.971  0.4146
C -3.727 -0.911 -1.711  0.2299
C 2.168 1.198 2.580  -0.3427
C 0.252 0.030 -2.781  0.2354
H 3.730 1.389 1.114  0.2427
H 1.056 -1.837 0.466  0.2485
H -0.254 0.874 -4.686  0.2350
H 1.972 2.109 6.605  0.2177
H -5.784 -2.664 -2.938  0.1575
H -1.751 -0.819 -4.466  0.2253
H 1.427 1.110 -4.215  0.2201
H 2.674 1.107 5.327  0.2137
H -6.287 -0.964 -3.225  0.1577
H 0.886 2.671 4.432  0.1721
H -0.227 -1.187 2.518  0.2294
H -0.840 0.124 -0.381  0.2361
H 0.884 -0.480 -4.766  0.2359
H -0.275 1.918 5.543  0.1968
H 2.825 0.323 -2.837  0.3807
H 1.482 0.419 6.429  0.2177
H -3.173 -0.426 0.300  0.2289
H 2.504 2.050 3.149  0.2226

Forces on the atoms, in the same order (eV/Å):
-0.17 0.25 -0.48
-0.33 0.05 0.27
-0.05 -0.22 -0.19
-0.11 0.25 0.11
0.48 0.12 -0.14
0.33 0.17 0.36
0.59 0.19 0.15
-0.77 -0.45 0.07
0.07 -0.02 -0.05
-0.12 -0.10 0.20
0.20 0.23 0.37
-0.13 0.07 0.61
0.45 -0.16 -0.58
-0.38 -0.15 -0.13
-0.18 -0.04 0.07
0.06 0.09 0.09
-1.16 -0.40 -0.33
-0.27 -0.02 -0.32
0.16 -0.01 0.31
0.14 0.04 -0.22
-0.55 -0.10 0.32
0.07 -0.13 -0.27
0.34 -0.02 -0.55
-0.13 0.10 0.22
0.72 0.19 -0.09
0.09 0.14 0.03
-0.12 -0.12 -0.02
0.01 0.03 -0.07
0.05 0.08 0.09
0.16 0.23 0.03
0.06 0.01 -0.17
0.02 0.04 -0.09
0.10 0.00 0.01
0.25 -0.09 0.09
-0.09 -0.08 0.01
-0.09 -0.09 0.03
0.03 0.06 0.09
0.02 -0.02 -0.10
0.13 0.06 -0.12
0.16 -0.19 0.10
-0.01 -0.06 0.07
-0.04 0.03 0.15
0.02 0.05 0.08

SMILES string: CCOc1ccc(S(=O)(=O)N/N=C(\C)c2ccc3c(c2)OCO3)cc1
M in g/mol: 362.41
E in eV: -41971.7586
LUMO level in eV: 0.7
Energy relative to the best compared isomer or geometry (same formula, charge and spin) in kJ/mol: 342.9

Density functional theory data (ωB97M-V/def2-TZVPD) for C48H53FN6O4P2Se4W as an isolated structure.

Last column: Löwdin charge in e.
Atoms and positions in Å:
W 0.174 0.623 -0.206  1.3907
Se 2.437 1.639 0.085  0.8822
Se 0.539 0.883 -2.656  0.8180
Se -1.635 -0.998 1.211  0.7387
Se -5.550 4.979 -1.657  0.3395
P -3.511 0.084 1.100  0.7782
P -5.364 3.356 -0.359  0.4799
F -0.475 1.793 1.076  -0.4321
O -0.316 -5.075 0.950  -0.1133
O 1.019 -0.472 1.157  -0.5319
O 0.252 3.321 -0.686  -0.2284
O 3.823 4.026 -3.874  -0.0303
N -2.972 2.951 -1.592  0.0275
N -1.978 1.179 -0.845  -0.2167
N -0.817 -1.315 -1.601  -0.1596
N 1.323 -3.548 2.163  0.1811
N 2.125 -1.250 -1.088  -0.0884
N -1.937 2.190 -1.728  -0.0983
C -4.595 1.670 5.230  -0.0506
C -3.160 1.315 -0.140  -0.4138
C -0.456 -2.818 3.761  -0.0279
C -4.201 4.034 2.084  -0.0937
C -5.437 5.012 3.899  -0.0700
C 0.903 -3.050 -2.174  -0.1689
C -8.729 0.352 -1.221  -0.0692
C -3.267 1.626 4.824  -0.0631
C -5.384 3.862 1.372  -0.3704
C 1.581 2.426 -3.288  -0.4104
C -0.436 -2.747 -1.526  -0.2329
C -2.189 -4.548 2.415  0.0028
C -8.464 0.679 0.099  -0.0665
C -6.245 -2.905 0.942  -0.0561
C -5.294 0.815 3.097  -0.0869
C 2.051 0.939 4.376  -0.0270
C -7.935 0.867 -2.241  -0.0648
C 2.791 -0.112 4.909  -0.0506
C -3.768 2.473 -0.598  -0.3744
C -2.943 1.161 3.559  -0.0999
C -1.085 -6.097 0.299  -0.0217
C -6.391 -3.093 -0.426  -0.0535
C 2.998 2.962 -1.270  -0.4110
C -5.607 1.273 4.367  -0.0432
C 2.007 3.486 -2.293  -0.5650
C -5.725 -2.265 -1.321  -0.0560
C 1.525 -0.358 2.407  -0.3584
C -5.416 -1.901 1.421  -0.0872
C -7.419 1.544 0.408  -0.1030
C -0.879 -4.414 1.987  -0.2582
C 2.894 -1.281 4.189  -0.0194
C -6.895 1.732 -1.938  -0.1066
C -3.960 0.749 2.699  -0.3475
C -4.758 -1.065 0.519  -0.3588
C -6.639 2.083 -0.611  -0.3475
C -4.912 -1.244 -0.853  -0.0839
C -6.593 4.304 1.913  -0.0942
C 2.069 -2.706 -1.279  -0.2369
C -1.762 -2.958 4.188  -0.0709
C -2.625 -3.809 3.507  -0.0489
C 2.300 -2.745 2.339  0.0496
C -0.021 -3.533 2.651  -0.1686
C 2.220 -1.436 2.972  -0.1571
C -6.619 4.860 3.183  -0.0573
C 1.451 0.827 3.134  -0.0441
C -4.229 4.614 3.344  -0.0804
C 2.748 4.566 -3.127  -0.1980
C 0.826 4.181 -1.655  -0.1813
H 3.379 3.782 -0.661  0.0826
H -0.415 3.817 -0.201  0.1063
H 0.933 2.861 -4.047  0.0868
H -7.031 -3.883 -0.798  0.1164
H 3.287 -0.015 5.864  0.1195
H -1.908 1.103 3.245  0.0755
H 0.946 -4.115 -2.413  0.1235
H 1.163 5.098 -1.161  0.1472
H -6.774 -3.544 1.637  0.1148
H -1.972 -5.670 -0.170  0.0997
H 0.952 1.681 2.716  0.0872
H -1.374 -6.874 1.006  0.1088
H -2.103 -2.415 5.059  0.1208
H 3.271 -3.125 2.026  0.1701
H 3.458 -2.118 4.589  0.1314
H 0.994 -2.503 -3.118  0.1204
H 3.827 2.469 -1.771  0.0745
H -3.255 3.738 1.642  0.0983
H -5.278 -1.771 2.487  0.1055
H -3.306 4.767 3.890  0.1103
H 2.038 4.986 -3.842  0.1415
H 4.659 4.182 -3.428  0.1015
H 1.508 -4.390 1.617  0.1720
H -1.207 -3.343 -2.021  0.1295
H -9.568 -0.293 -1.459  0.1121
H -5.458 5.465 4.884  0.1125
H 1.929 -3.177 -0.305  0.0852
H -1.791 -1.252 -1.333  0.0105
H -7.244 1.828 1.437  0.0776
H -2.865 -5.230 1.919  0.1202
H -4.417 -0.581 -1.554  0.1097
H -6.083 0.507 2.422  0.0853
H -6.304 2.181 -2.730  0.0930
H -2.481 1.940 5.500  0.1144
H -0.422 -3.029 -0.473  0.0691
H 2.447 1.991 -3.776  0.0737
H -6.641 1.315 4.684  0.1209
H -3.654 -3.912 3.833  0.1203
H -7.558 5.204 3.602  0.1139
H -0.439 -6.521 -0.461  0.1016
H 0.078 4.428 -2.412  0.1470
H -0.785 -1.050 -2.582  0.0033
H -9.086 0.282 0.894  0.1109
H 2.994 -3.095 -1.710  0.1262
H 2.415 -0.835 -1.964  0.0303
H -5.844 -2.408 -2.388  0.1167
H 3.080 5.371 -2.465  0.1390
H 2.860 -1.026 -0.432  0.0348
H 1.964 1.870 4.923  0.1226
H -8.145 0.618 -3.275  0.1128
H -4.843 2.016 6.227  0.1198
H -7.502 4.240 1.326  0.1155
H 0.222 -2.171 4.299  0.1232

Forces on the atoms, in the same order (eV/Å):
-1.70 -1.22 -1.18
0.23 -0.08 0.01
0.28 0.26 -0.52
0.10 0.23 0.23
0.00 -0.13 0.07
-0.03 0.12 -0.22
0.00 0.21 -0.11
0.04 0.50 0.48
-0.05 -0.25 -0.22
0.79 -0.46 0.72
0.12 0.12 0.26
-0.15 -0.05 0.06
0.10 -0.01 -0.02
0.26 0.41 -0.27
0.43 0.07 0.09
-0.48 -0.43 0.10
0.10 -0.46 0.03
-0.40 0.05 0.09
0.05 0.03 0.02
0.47 0.09 0.34
0.28 0.00 0.07
-0.06 -0.01 0.02
-0.02 0.04 0.03
-0.08 -0.07 0.04
-0.02 -0.09 -0.02
0.01 -0.06 -0.02
-0.05 -0.02 0.00
-0.18 -0.23 0.25
0.11 0.05 0.12
-0.12 -0.05 0.02
0.04 -0.01 0.07
0.04 0.00 0.07
0.01 0.02 -0.01
0.02 -0.09 -0.03
0.08 0.01 -0.01
0.01 0.12 0.07
-0.11 -0.41 -0.33
-0.02 -0.01 0.12
0.00 0.03 0.05
-0.01 -0.01 -0.07
-0.23 -0.13 0.27
-0.01 0.05 0.00
0.29 0.08 -0.28
-0.02 0.02 -0.04
-0.11 0.15 -0.10
0.06 -0.04 -0.06
-0.02 -0.02 -0.07
-0.01 -0.01 -0.04
0.00 -0.23 0.02
-0.06 -0.05 0.02
-0.03 -0.09 -0.03
-0.08 0.07 0.05
0.10 0.01 -0.02
-0.12 -0.01 -0.02
0.10 0.01 0.11
-0.02 0.19 -0.12
-0.12 -0.07 0.03
0.05 0.03 -0.02
0.42 0.41 0.11
-0.03 0.14 0.05
0.13 0.01 0.08
-0.01 -0.01 -0.05
0.00 0.03 0.22
0.03 -0.02 0.02
0.08 -0.07 -0.05
-0.10 0.02 -0.11
0.03 0.02 -0.02
-0.25 -0.19 0.09
-0.03 0.04 -0.02
0.02 0.04 0.02
-0.01 0.00 -0.03
0.01 -0.01 0.00
-0.06 0.02 -0.05
-0.02 0.05 -0.02
0.01 0.01 -0.01
-0.01 0.05 0.00
-0.14 0.09 -0.10
0.01 0.02 0.04
0.02 0.00 -0.06
-0.05 0.03 -0.10
-0.01 0.06 -0.02
0.00 -0.10 -0.05
0.05 0.06 -0.04
-0.02 0.00 0.05
-0.03 -0.03 -0.02
-0.05 -0.02 -0.02
0.02 0.06 -0.02
0.01 0.10 0.02
-0.02 -0.07 0.13
-0.12 0.08 0.04
0.08 0.03 0.01
0.01 -0.02 -0.07
0.00 -0.03 -0.03
-0.13 0.21 0.16
-0.05 0.05 -0.08
0.02 0.05 -0.01
0.00 0.01 0.01
0.10 -0.03 0.09
-0.05 0.00 0.01
-0.03 0.01 -0.03
-0.05 -0.06 -0.02
0.10 0.04 -0.05
0.01 0.02 -0.01
0.08 -0.02 0.02
0.05 -0.02 -0.02
0.05 0.00 -0.02
0.02 0.08 -0.06
0.04 0.18 -0.14
0.01 0.03 -0.04
0.08 -0.01 0.05
-0.07 0.23 -0.18
-0.04 0.02 0.03
0.01 0.00 -0.01
0.06 0.21 0.24
0.02 -0.03 -0.04
0.00 0.02 0.07
0.01 0.00 -0.06
0.00 0.01 0.04
-0.03 0.00 -0.04

M in g/mol: 1358.62
E in eV: -352259.6573
Total charge: +2
LUMO level in eV: -6.6
Energy relative to the best compared isomer or geometry (same formula, charge and spin) in kJ/mol: 189.3

Density functional theory data (ωB97M-V/def2-TZVPD) for a 11-piece molecular cluster, C13H46N21O12 overall.

Last column: Löwdin charge in e.
Atoms and positions in Å:
O -2.840 -4.040 -4.018  -0.0059
O 1.864 8.335 -1.065  0.0185
O -0.419 -0.864 -0.236  -0.0451
O 7.685 3.294 5.405  0.0201
O 3.701 -0.981 7.553  0.0057
O -9.704 -3.730 -3.107  0.0064
O 3.328 1.461 -3.683  -0.0757
O 1.653 -1.571 4.011  0.0177
O 5.400 4.867 -2.293  0.0330
O -9.295 -5.435 0.460  0.0016
O -7.355 -7.263 -4.310  0.0043
O 4.344 -0.217 -2.690  -0.1436
N 1.614 -1.516 8.251  0.1665
N 6.693 1.353 6.030  0.1530
N 2.441 0.171 5.231  0.1470
N 5.303 7.125 -2.507  0.1428
N -1.427 -2.648 -2.917  0.1754
N 1.552 10.069 -2.489  0.1560
N -5.333 -6.248 -4.505  0.1565
N 1.228 -0.687 -1.788  0.1844
N -7.246 -4.995 -4.343  0.1515
N -11.514 -4.350 -1.900  0.1697
N -7.182 -6.017 1.064  0.1458
N 3.370 -1.527 9.729  0.1520
N 1.720 -1.441 0.301  0.1653
N -7.623 -5.268 -1.058  0.1756
N 5.390 1.844 -2.580  -0.0101
N 3.659 5.992 -1.377  0.1673
N -11.777 -3.254 -3.903  0.1498
N 5.434 3.083 5.214  0.1478
N 0.910 0.520 3.549  0.1574
N -3.275 -3.474 -1.859  0.1519
N 3.023 10.256 -0.735  0.1521
C 4.289 1.019 -3.038  -0.7825
C 2.128 9.476 -1.407  -0.6773
C 1.667 -0.374 4.247  -0.6890
C 7.698 0.977 -3.025  -0.1172
C 2.945 -1.319 8.452  -0.6675
C -8.110 -5.564 0.171  -0.6773
C 0.768 -0.988 -0.557  -0.6991
C -2.530 -3.426 -3.002  -0.6848
C 6.504 1.901 -3.528  -0.2693
C -6.689 -6.240 -4.381  -0.7071
C -10.919 -3.775 -2.979  -0.6625
C 6.677 2.623 5.541  -0.6929
C 4.824 5.917 -2.072  -0.6695
H 0.912 1.505 3.731  0.0908
H 0.982 -1.794 8.977  0.0963
H 4.600 2.539 5.321  0.0735
H 3.470 9.855 0.070  0.1083
H 5.369 4.015 4.847  0.1023
H 5.866 0.796 6.146  0.0846
H -4.103 -4.039 -1.873  0.0831
H -8.247 -4.941 -4.249  0.0664
H -7.505 -6.247 1.986  0.0989
H 1.759 11.005 -2.782  0.0930
H 0.563 -0.346 -2.458  0.1033
H 8.644 1.565 -3.141  0.0451
H -11.372 -2.822 -4.713  0.1035
H 3.270 5.130 -1.040  0.1119
H 6.914 2.932 -3.568  0.0891
H 4.839 7.997 -2.333  0.0733
H -6.659 -5.370 -1.313  0.0887
H 2.687 -1.544 0.049  0.1056
H 7.782 0.055 -3.648  0.0542
H 1.424 -1.678 1.233  0.0787
H -12.507 -4.395 -1.778  0.0947
H 0.326 0.157 2.814  0.0994
H 7.569 0.728 -1.954  0.0612
H -6.211 -6.128 0.842  0.0920
H 2.199 -0.786 -2.061  0.0743
H -6.711 -4.149 -4.401  0.0992
H 4.347 -1.392 9.916  0.1050
H 5.078 2.773 -2.292  0.0620
H 3.249 11.195 -1.005  0.0925
H 2.761 -1.805 10.475  0.0933
H 6.162 7.119 -3.025  0.0961
H 7.585 0.968 6.284  0.1022
H -0.846 -2.580 -3.733  0.1102
H -4.774 -5.410 -4.564  0.0647
H 0.887 9.526 -3.011  0.1103
H -3.031 -2.976 -1.022  0.0979
H -4.880 -7.142 -4.537  0.1010
H -10.909 -4.746 -1.193  0.0821
H 1.262 -1.373 7.319  0.0998
H -12.774 -3.285 -3.809  0.0915
H -8.281 -4.933 -1.746  0.0664
H 6.240 1.541 -4.551  0.1096
H 2.461 1.152 5.436  0.0829
H 3.017 -0.462 5.773  0.0567
H -1.172 -2.142 -2.083  0.0639
H 3.180 6.859 -1.192  0.0417

Forces on the atoms, in the same order (eV/Å):
-0.31 -0.15 -0.04
0.06 0.10 0.01
-0.34 -0.22 0.14
-0.06 0.03 0.05
0.29 0.05 0.06
0.24 -0.03 -0.17
0.06 1.37 -0.18
-0.04 -0.07 0.06
0.20 0.30 -0.02
-0.09 -0.02 0.03
-0.03 0.02 0.03
0.47 0.76 0.04
-0.13 0.08 -0.25
0.07 -0.24 0.19
0.20 -0.35 0.16
0.32 0.31 -0.18
0.13 0.07 -0.13
-0.20 -0.05 -0.17
0.22 0.00 0.07
-0.27 -0.28 -0.12
-0.30 -0.02 0.05
0.26 -0.10 0.17
-0.06 -0.08 0.39
0.30 0.05 0.13
-0.21 -0.16 0.59
-0.26 0.17 -0.09
-0.22 0.49 -0.37
-0.03 0.02 0.22
0.10 0.19 -0.31
-0.21 0.35 -0.01
-0.28 -0.13 -0.11
-0.35 -0.18 0.17
0.23 -0.04 0.19
-0.88 -2.58 0.80
-0.07 0.09 -0.03
-0.02 0.32 -0.24
0.14 0.60 -0.61
-0.28 -0.09 0.05
0.10 0.06 -0.33
0.56 0.12 -0.51
0.26 0.18 0.02
1.05 -0.76 0.79
0.13 -0.03 -0.14
-0.39 -0.22 0.39
0.12 -0.04 -0.04
-0.26 -0.39 0.15
0.05 -0.02 -0.06
0.03 -0.01 -0.02
0.07 -0.05 -0.08
-0.03 0.04 -0.03
0.02 -0.08 -0.04
0.05 -0.04 0.00
0.06 0.04 -0.01
0.06 0.20 0.08
0.04 0.01 -0.06
0.00 -0.03 0.01
0.19 0.21 0.01
-0.45 -0.61 0.09
-0.04 -0.03 0.04
0.03 0.01 -0.11
-0.54 -0.49 -0.14
-0.05 -0.06 0.00
-0.06 -0.09 -0.05
-0.03 0.14 -0.11
-0.07 0.53 0.64
0.14 -0.04 -0.01
0.03 0.01 -0.03
0.06 0.09 -0.05
-0.04 0.06 -0.69
-0.04 0.00 -0.03
0.34 0.38 -0.24
-0.01 -0.03 -0.02
-0.06 -0.02 0.00
0.07 -0.31 -0.72
-0.01 -0.03 0.01
0.01 0.00 -0.04
-0.07 -0.03 0.02
-0.06 0.01 -0.05
0.01 -0.02 0.08
0.16 -0.06 0.06
0.06 0.02 0.02
0.07 0.04 -0.06
-0.01 0.07 -0.01
-0.01 0.01 0.09
0.00 -0.05 0.03
0.04 -0.01 0.02
0.13 0.08 -0.10
-0.10 0.53 0.58
-0.10 -0.03 -0.02
-0.05 0.23 0.10
0.05 0.07 0.08
-0.14 -0.12 -0.05

M in g/mol: 688.65
E in eV: -70102.3617
Total charge: -1
LUMO level in eV: 1.6
Energy relative to the best compared isomer or geometry (same formula, charge and spin) in kJ/mol: 97.8